[1]
This record from the Open Molecules 2025 dataset describes a 2-piece molecular cluster, C23H36NO2Si2 overall in a non-equilibrium geometry. The level of theory is ωB97M-V/def2-TZVPD.

net charge	+1
energy relative to the best compared isomer or geometry (same formula, charge and spin)	7.9	kcal per mole
Kohn-Sham gap	4.9	eV
molar mass	414.7	g/mol
E_HOMO	-10.600	eV

Atoms and positions in Å:
C  -0.81181  0.73094  -2.88252
C  3.24274  -0.10608  0.61485
H  2.63240  1.21799  3.13502
C  1.44380  -1.74660  0.58097
H  -1.73362  0.33786  -2.42564
C  1.34810  -0.64750  -3.15607
C  -0.04565  -0.33507  -3.55576
H  -3.44175  1.76220  -0.24972
H  1.77365  1.76265  -1.02262
C  3.72901  -2.46356  0.86893
H  1.82459  -1.71130  5.37768
C  1.82473  1.34709  3.86939
H  -2.58436  -0.02746  -4.47460
N  -0.23361  0.44790  1.38407
Si  0.65649  -0.10389  3.91934
C  0.05092  -2.01611  -5.40329
C  1.55451  -1.69138  4.31062
H  0.91980  -2.56393  4.09932
H  -4.29965  1.36203  2.46407
C  -0.65333  -1.03139  -4.63670
C  -3.27562  1.15359  2.81091
H  1.47377  -1.72433  -2.96024
H  -1.89725  2.48769  -0.71384
H  1.63280  -0.10555  -2.24699
C  -2.36412  1.76992  -0.02950
O  0.07624  -0.50358  2.32697
H  0.22102  2.53371  -0.24794
H  -0.22158  1.20286  -2.09228
H  -1.41928  4.53803  1.61845
H  0.00684  -3.43925  -7.00960
C  -2.01317  -0.78121  -5.02141
H  -3.22374  1.40490  3.87753
H  2.47593  -1.80132  3.72147
H  -1.68464  -0.47638  4.65013
C  4.16745  -1.13504  0.81152
H  2.00453  -3.80208  0.75156
C  -2.12209  3.95997  2.23145
C  -0.84591  0.14740  4.98859
C  0.87402  0.66380  0.53552
H  -1.85386  4.10102  3.28676
H  2.29906  1.42554  4.86378
H  -3.12763  4.37656  2.07932
Si  -2.10222  2.16350  1.76992
H  2.06957  -0.36953  -3.94307
C  -1.89915  -2.43635  -6.78789
C  1.87000  -0.41089  0.60341
C  -2.61416  -1.47382  -6.06325
H  -0.59283  -0.15157  6.01873
C  0.93266  1.71984  -0.33525
H  0.38745  -1.95723  0.40976
H  4.45709  -3.26681  0.97716
H  5.22444  -0.88815  0.91795
H  -1.16960  1.19666  5.00927
H  -3.10035  0.07463  2.70296
H  -2.37566  -2.97380  -7.60727
C  2.36697  -2.77350  0.73351
H  1.31500  2.30072  3.67136
H  -3.65578  -1.25867  -6.31406
H  -1.10836  1.52701  -3.58575
H  -1.96817  0.76762  -0.24492
H  3.53532  0.94080  0.51314
O  -0.48273  1.67286  2.10796
H  1.09321  -2.22853  -5.15373
C  -0.56237  -2.69546  -6.44942

Atomic partial charges in e from the natural (NBO) method, atoms 1 to 6: number 1, C, carries -0.75; number 2, C, carries -0.15; number 3, H, carries 0.24; number 4, C, carries -0.17; number 5, H, carries 0.29; number 6, C, carries -0.73

[2]
This record from the Open Molecules 2025 dataset describes C23H36NiP2 as an isolated structure in a non-equilibrium geometry. The level of theory is ωB97M-V/def2-TZVPD.

energy relative to the best compared isomer or geometry (same formula, charge and spin)	22.7	kcal per mole
Kohn-Sham gap (spin up / spin down)	4.4 / 7.2	eV
molar mass	433.2	g/mol
2S+1	3
E_HOMO (spin up / spin down)	-4.169 / -7.321	eV

Atoms and positions in Å:
H  0.92919  -2.87835  -2.98466
C  -0.12712  0.89388  4.75564
H  0.15259  2.35057  -1.40405
H  -1.31124  1.67689  -2.62823
H  -1.96867  -3.69594  -0.54596
H  1.99445  3.76751  1.31898
C  -0.05850  1.30930  7.52071
C  1.05677  0.75724  6.86909
C  0.93440  3.86757  1.58422
C  1.07817  0.18049  -4.81157
H  2.46532  -1.25755  -3.98258
P  0.07560  -2.54834  0.06173
C  -0.03891  -2.31793  1.86297
H  0.81090  -0.24337  0.03253
H  -1.14646  -1.20742  -5.58225
C  1.02156  0.53309  5.49587
C  -0.93688  -4.01537  -0.34256
C  -1.67331  -1.16006  -4.62228
H  -2.14762  1.64443  4.83686
H  1.72105  2.18050  -0.56796
H  -1.47597  -2.62339  -3.00931
C  -1.99740  0.31519  -4.23712
C  0.45162  0.90581  -3.64430
H  2.01093  0.72241  -5.02947
P  -0.01019  2.48592  0.98145
Ni  -0.05718  -0.49323  -2.60315
H  2.42910  -2.38535  -0.60228
C  1.47402  -1.30249  -4.46138
H  -2.94800  0.31823  -3.68514
H  1.88695  0.14502  4.95282
H  1.96766  0.53007  7.43037
H  -2.63059  -1.68694  -4.74268
H  2.17544  -3.46627  0.80275
H  -0.87286  -2.91523  2.25030
H  -0.91673  -4.71665  0.49935
H  1.77003  -4.01309  -0.87621
H  0.44095  0.20799  -5.70209
H  -2.08802  2.05753  7.29529
H  -2.16364  3.44334  1.29374
H  -2.17838  0.95070  -5.11283
C  0.52589  -1.99801  -3.50723
H  0.91746  -2.61653  2.31266
C  1.78555  -3.16905  -0.17673
H  0.54935  4.80696  1.17160
H  1.81132  0.17514  -1.43361
H  -2.19404  2.06476  0.14111
C  -1.26845  1.38238  5.43211
C  0.68992  1.80657  -0.61687
H  0.83493  3.87692  2.67759
C  -1.22188  1.61275  6.80224
H  -1.59358  3.66499  -0.39890
C  0.80504  0.31694  -0.92708
C  -0.10740  1.19009  2.12945
C  -1.65397  2.96901  0.44768
H  1.10150  1.68201  -3.21301
H  -0.21645  -1.25429  2.07621
H  1.61764  -1.88814  -5.38045
C  -0.94296  0.92243  -3.34299
H  -0.54579  -4.48390  -1.25502
C  -0.09226  0.95999  3.34823
H  -0.00873  1.52488  8.58806
C  -0.89211  -1.86261  -3.54165

Atomic partial charges in e from the natural (NBO) method, atoms 1 to 6: number 1, H, carries 0.23; number 2, C, carries -0.21; number 3, H, carries 0.21; number 4, H, carries 0.21; number 5, H, carries 0.23; number 6, H, carries 0.26

[3]
This record from the Open Molecules 2025 dataset describes a 7-piece molecular cluster, C23H36O21 overall in a non-equilibrium geometry. The level of theory is ωB97M-V/def2-TZVPD.

energy relative to the best compared isomer or geometry (same formula, charge and spin)	66.8	kcal per mole
Kohn-Sham gap	10.3	eV
molar mass	648.5	g/mol
E_HOMO	-10.285	eV

Atoms and positions in Å:
O  -1.34699  -0.31036  -2.70914
C  3.51888  -1.31618  4.01765
C  -1.02423  -0.02182  -1.56278
O  -0.28788  -4.66635  3.46574
C  -0.01987  1.07737  0.09508
H  2.43783  4.96963  -7.23002
O  -0.25090  1.00119  -1.21603
H  -3.50112  2.25568  5.25092
H  -1.57593  1.64620  3.42753
C  -3.11716  -2.95976  4.47329
O  0.76555  -3.09117  2.19512
H  -0.71770  3.49478  -1.35309
H  -0.34482  2.07294  0.39734
H  -1.36201  3.21552  4.22838
H  -1.47657  5.05974  -1.84775
O  -1.60097  -4.61888  -7.37859
C  -0.99522  -2.57595  -4.76203
O  2.71852  -0.53894  2.12446
H  -2.69478  -2.77693  3.48523
H  2.91392  -2.11710  4.44270
C  3.73916  -1.42038  2.51435
H  3.08806  3.31899  -6.92096
H  -0.45018  1.87781  4.78536
C  2.68946  4.61743  -5.19290
O  -3.86040  2.45814  0.53772
O  -2.39978  3.93861  -0.30400
H  -1.62857  -2.40943  -3.89068
H  3.88556  1.70860  -0.60756
C  3.04899  1.98684  -1.24853
O  3.31236  3.72569  -4.28954
C  0.61635  -4.22018  2.56805
H  2.69787  5.65581  -4.86154
C  -1.43108  2.13958  4.38861
H  4.48869  -1.38377  4.51059
H  4.12495  4.64517  -6.64573
C  0.07368  -5.99093  3.90254
O  1.58720  1.22410  2.92503
H  0.04469  -2.81725  -4.54191
O  -1.54055  -3.76830  -5.29243
H  -4.12306  -3.32037  4.25831
H  -1.93358  -0.96332  -5.73857
C  -1.47879  -3.65167  -6.61114
O  -3.38175  2.59634  -1.65494
H  1.80000  -7.00614  2.95781
H  -1.67604  0.28455  1.29367
C  -1.04965  -1.59249  -5.84301
C  -3.29681  3.01036  -0.39374
C  0.91751  -6.43641  2.66674
C  -1.64847  4.04670  -1.48402
C  -3.32472  -0.53353  4.86111
H  0.32353  -6.82457  1.83932
H  -0.73285  -6.68159  4.14872
H  -2.17468  2.15603  6.29745
C  -2.54878  1.73746  5.36313
O  2.96103  -0.05406  4.21851
O  -4.05035  -0.31712  3.92625
H  -2.58307  -3.83561  4.84173
H  2.35121  2.56060  -0.63861
H  2.51141  1.08855  -1.55215
O  -1.09139  -2.40247  -6.95078
C  -2.55886  3.36265  -2.52058
H  1.03994  0.88461  0.26166
H  -0.11772  -0.72525  1.21091
H  4.73457  -1.08090  2.22797
C  2.62630  3.30467  -3.13675
O  3.43807  2.52780  -2.45240
C  2.32822  0.28417  3.09557
O  -1.39366  -0.70043  -0.45476
O  -2.70393  0.32957  5.70482
H  3.67536  -2.47686  2.25380
C  3.07491  4.35786  -6.59131
O  1.49109  3.69540  -2.81471
H  -0.13907  -1.00196  -5.94404
H  -1.92083  2.84851  -3.23937
O  -3.00309  -1.76589  5.26689
C  -0.84006  -0.08751  0.70138
O  1.32539  -5.18614  2.09646
H  0.58742  -5.93716  4.86238
H  1.63010  4.37944  -5.09698
H  -3.16985  4.04002  -3.11722

Atomic partial charges in e from the Mulliken method, atoms 1 to 6: number 1, O, carries -0.64; number 2, C, carries -0.38; number 3, C, carries 0.50; number 4, O, carries -0.16; number 5, C, carries 0.05; number 6, H, carries 0.36